The following is a DFT calculation (ωB97M-V/def2-TZVPD) of C26H35MnO5S as an isolated structure in a non-equilibrium geometry.

The net charge is +1. The HOMO energy (spin up / spin down) comes out at -0.395 / -0.395 Eh. Its molar mass is 514.57 g/mol. As for the total energy: -79911.7035 eV. For the HOMO-LUMO gap (spin up / spin down), the calculation gives 5.300 / 5.586 eV. The multiplicity is 4.

Geometry as XYZ:
```
68
Properties=species:S:1:pos:R:3:forces:R:3
Mn -0.171 -0.535 0.232 0.808 1.513 0.955
S 1.147 1.942 2.521 1.705 0.328 1.879
O 0.405 0.214 -7.406 -0.067 0.926 -1.808
O 2.561 1.716 2.221 -1.138 -0.097 -0.144
O 0.484 2.980 1.771 -0.349 -0.286 -0.639
O 0.939 0.771 -2.843 -0.335 0.183 0.297
O 0.382 0.650 2.578 0.146 -0.772 -1.259
C 1.937 -0.994 0.641 -0.101 -1.086 -0.474
C 0.226 -2.573 0.493 1.224 -0.033 -0.231
C 1.110 1.827 6.588 -0.171 0.204 -0.071
C 0.749 2.176 -3.130 -0.110 0.044 -0.242
C 0.323 2.951 6.905 0.159 -0.041 -0.652
C 1.636 -1.190 -0.754 -0.020 -0.993 0.901
C 0.571 2.227 -4.648 0.010 -0.507 0.224
C 0.565 -2.157 -0.853 0.951 -0.246 0.675
C 0.275 -0.376 -8.734 0.089 -0.027 -1.013
C 0.265 3.547 4.550 0.220 -0.449 -0.059
C 0.153 0.012 -3.782 0.160 -0.032 -0.121
C -0.943 -1.256 -8.902 -0.026 -0.049 0.188
C -0.129 3.238 8.303 -0.009 0.066 0.348
C -1.507 1.191 0.185 -0.784 -0.872 -0.152
C 1.548 -1.072 -9.148 0.113 -0.174 0.180
C -1.972 -0.818 1.276 -0.605 0.822 -0.368
C 1.063 -1.834 1.411 0.524 -0.706 -0.844
C -2.161 -1.031 -0.140 -0.423 0.945 -0.136
C 0.141 0.998 -9.437 0.079 -0.301 0.604
C -0.302 0.983 -4.864 -0.216 -0.143 -0.063
C -1.636 0.569 1.478 -1.649 0.127 -0.686
C 0.301 1.570 -8.021 -0.049 -0.072 0.474
C -0.059 3.817 5.870 0.084 -0.264 0.455
C 1.435 1.537 5.268 -0.217 0.437 -0.316
C 0.986 2.392 4.250 -0.119 0.288 0.003
C -1.855 0.212 -0.819 -0.845 0.031 1.120
H -0.834 1.146 -9.906 0.230 0.182 0.069
H 0.716 3.341 8.995 -0.136 -0.030 -0.136
H 1.451 1.170 7.389 -0.094 0.128 -0.187
H -1.302 2.240 0.002 0.258 -0.256 0.144
H 0.098 3.142 -5.014 0.166 -0.091 0.120
H -1.002 -1.569 -9.947 -0.069 0.049 0.060
H -2.020 0.415 -1.874 0.448 -0.150 0.222
H 1.222 2.145 -7.828 -0.362 -0.199 -0.089
H -0.695 4.171 8.310 0.052 -0.072 0.151
H -2.576 -1.921 -0.604 0.364 0.108 0.069
H 2.185 -0.760 -1.581 -0.349 0.261 0.060
H -1.865 -0.727 -8.641 0.144 -0.050 -0.011
H 1.614 2.742 -2.771 -0.196 -0.283 0.123
H -0.058 4.201 3.749 0.040 -0.053 0.062
H -0.578 2.135 -7.654 0.450 -0.374 0.028
H 2.389 -0.376 -9.079 -0.047 -0.161 -0.053
H -0.707 -0.501 -3.300 0.463 0.230 -0.032
H -2.175 -1.525 2.075 0.164 0.105 -0.265
H 0.962 1.222 -10.124 -0.282 0.028 0.084
H -0.868 -2.159 -8.295 -0.010 -0.022 0.089
H 2.017 0.661 4.998 -0.056 0.079 0.148
H 2.752 -0.397 1.040 -0.487 0.297 0.008
H 1.746 -1.930 -8.507 0.062 -0.075 0.059
H -0.782 2.449 8.698 0.166 0.099 -0.138
H 1.078 -1.968 2.490 -0.162 0.364 -0.315
H -1.376 1.200 -4.778 0.226 0.121 0.022
H -0.098 0.505 -5.822 -0.525 0.331 0.435
H -0.175 2.526 -2.626 0.374 0.014 -0.119
H -0.636 4.707 6.113 0.083 -0.142 -0.043
H 0.169 -2.583 -1.764 -0.094 0.194 0.059
H -0.464 -3.364 0.764 -0.044 0.309 -0.061
H 1.547 2.076 -5.146 -0.387 0.219 0.234
H 1.447 -1.430 -10.175 0.109 0.071 0.041
H -1.765 1.089 2.415 0.570 -0.076 -0.144
H 0.806 -0.754 -4.226 -0.105 0.080 0.278
```
Forces are in eV/Å.



The following is a DFT calculation (ωB97M-V/def2-TZVPD) of a 2-piece molecular cluster, C26H36Cl2F13INO7P overall in a non-equilibrium geometry.

The net charge is 0. The HOMO energy comes out at -0.153 Eh. Its molar mass is 950.33 g/mol. As for the total energy: -121125.0189 eV. For the HOMO-LUMO gap, the calculation gives 2.501 eV. The multiplicity is 1.

Geometry as XYZ:
```
87
Properties=species:S:1:pos:R:3:forces:R:3
I -1.323 -6.558 0.985 -0.064 0.060 -0.148
Cl -0.508 0.150 1.366 -0.118 -0.197 -0.034
Cl -4.420 -2.306 3.352 0.025 -0.573 -0.355
P -1.861 -1.360 1.648 -0.626 0.604 0.609
F 6.284 -3.692 1.694 -0.076 0.126 0.031
F 5.052 0.253 1.212 -0.198 -0.176 0.171
F 7.275 -0.975 -1.096 -0.001 0.018 -0.049
F 3.616 1.092 -0.996 -0.125 0.223 -0.038
F 5.299 -1.959 2.564 0.146 -0.215 0.009
F 2.090 -0.322 0.188 -0.052 0.174 0.320
F 8.267 -2.259 0.758 -0.053 -0.012 0.018
F 4.524 -0.464 -2.177 0.118 -0.309 -0.221
F 3.530 -1.868 0.609 0.245 -0.265 0.244
F 7.603 -0.430 1.715 -0.289 0.081 0.028
F 5.707 -2.353 -0.562 -0.124 -0.187 0.152
F 6.095 1.041 -0.500 0.127 0.138 -0.043
F 7.271 -2.549 3.252 -0.253 -0.084 -0.167
O -3.260 -4.110 -0.879 -0.317 0.374 -0.077
O -5.511 -3.177 1.153 2.705 -0.016 1.527
O -0.933 -2.430 2.430 -0.257 0.379 -0.160
O -2.747 4.288 2.336 0.322 -0.308 0.011
O -2.441 5.200 4.381 0.232 -1.210 -1.362
O -1.308 5.840 -3.418 -0.020 -0.095 -0.209
O 0.007 -4.095 0.549 -0.224 -0.015 0.294
N -2.016 -2.243 -0.032 1.048 -0.107 0.072
C 4.144 -0.134 -0.932 0.144 0.283 0.495
C -3.019 0.033 -0.742 0.150 -0.290 -0.705
C 6.367 -1.256 -0.147 0.514 0.504 -0.151
C 0.406 -2.881 -0.074 0.041 0.260 0.031
C -1.971 4.442 -1.068 0.031 0.049 1.144
C -0.500 6.850 -3.066 0.286 0.321 0.106
C -2.428 -3.714 0.167 -0.367 -1.488 -0.507
C -1.428 3.087 3.990 -0.093 0.049 -0.282
C -1.918 5.039 1.393 -0.440 0.251 0.256
C 3.051 -1.103 -0.385 -0.785 0.295 -0.535
C 2.370 -1.921 -1.458 0.456 -0.346 0.034
C -0.732 -2.164 -0.827 0.787 -0.417 -0.692
C -3.133 -1.492 -0.692 -0.753 1.142 -0.065
C 6.471 -2.469 2.181 0.226 0.238 0.667
C -2.048 0.629 -1.755 -0.721 1.110 0.104
C -1.888 2.939 -0.777 -0.063 0.347 -0.186
C -1.171 -4.639 0.051 0.832 0.215 0.479
C -3.258 -4.042 1.414 -0.453 0.673 0.950
C -2.660 5.176 0.078 0.049 -0.570 -0.230
C 5.415 -0.020 -0.049 0.077 0.197 -0.327
C 7.177 -1.563 1.148 0.313 -0.642 -0.435
C -2.239 4.290 3.588 -0.419 1.421 1.756
C -4.474 -3.200 1.795 -2.769 0.402 -1.502
C -2.406 2.115 -1.955 0.950 -0.172 1.064
C 1.648 -3.141 -0.905 -0.307 0.024 -0.216
C -0.855 -2.530 -2.299 -0.377 -0.318 -0.149
H 2.341 -3.695 -0.288 0.130 -0.157 0.305
H -0.967 4.520 1.292 0.178 -0.104 -0.098
H -2.674 -4.229 2.302 0.469 0.265 0.101
H -2.426 2.711 0.143 -0.247 -0.150 0.161
H -2.156 0.150 -2.723 0.230 -0.452 -0.076
H -3.994 0.329 -1.116 -0.414 -0.043 0.040
H -3.639 4.729 0.225 -0.365 0.188 0.086
H -0.973 4.851 -1.123 0.317 0.112 -0.443
H -2.045 2.197 4.026 -0.232 -0.201 -0.250
H -3.729 -4.984 1.184 -0.044 -0.386 -0.280
H -2.421 4.677 -2.021 -0.017 0.111 -0.293
H 3.124 -2.279 -2.147 0.190 -0.058 -0.193
H -1.749 6.011 1.840 0.173 0.208 0.124
H -1.022 3.235 4.974 0.218 0.186 0.302
H 0.582 6.747 -3.359 -0.055 -0.138 -0.047
H -1.895 2.510 -2.822 -0.236 0.056 -0.483
H 0.061 -2.263 -2.799 0.386 0.039 -0.074
H -0.425 7.058 -1.950 -0.084 -0.124 0.031
H -1.027 0.651 -1.390 0.358 -0.386 -0.238
H -1.011 -4.882 -0.993 -0.345 -0.121 -0.326
H -2.759 -4.186 -1.697 0.025 -0.023 -0.163
H -4.075 -1.716 -0.214 0.017 -0.395 0.553
H 0.685 -2.208 0.727 0.098 -0.059 0.292
H 1.746 -1.228 -2.010 -0.187 0.119 -0.159
H -0.630 2.942 3.267 0.125 -0.156 -0.119
H -0.386 -1.142 -0.844 -0.415 0.427 0.212
H -3.480 2.251 -1.996 -0.267 0.059 -0.504
H -0.401 -1.911 3.049 0.340 -0.299 0.280
H -1.026 -3.579 -2.522 0.052 -0.178 0.059
H -0.851 2.677 -0.572 0.271 -0.203 -0.083
H -3.293 -1.822 -1.703 0.360 -0.418 -0.278
H -0.762 7.863 -3.474 -0.136 -0.085 -0.025
H -2.770 6.222 -0.160 -0.148 0.307 -0.167
H 1.400 -3.812 -1.719 -0.073 -0.112 -0.296
H -1.609 -1.962 -2.819 -0.303 0.217 0.006
H -2.957 0.523 0.220 0.153 0.007 0.316
```
Forces are in eV/Å.



The following is a DFT calculation (ωB97M-V/def2-TZVPD) of C26H36Cl5N7O8SY as an isolated structure in a non-equilibrium geometry.

The net charge is +1. The HOMO energy comes out at -0.416 Eh. Its molar mass is 872.85 g/mol. As for the total energy: -128845.8498 eV. For the HOMO-LUMO gap, the calculation gives 8.407 eV. The multiplicity is 1. The value obtained for the energy relative to the best compared isomer or geometry (same formula, charge and spin) is 0.8 kJ/mol.

Geometry as XYZ:
```
84
Properties=species:S:1:pos:R:3:forces:R:3
Y -0.884 0.156 -1.822 0.286 -0.625 -0.532
Cl -3.805 3.901 1.943 0.005 -0.003 0.001
Cl -3.240 5.291 -3.251 0.001 0.000 -0.001
Cl -4.254 5.948 -0.368 -0.002 0.004 -0.001
Cl -2.323 1.202 1.367 0.021 0.058 -0.040
Cl -1.768 2.555 -3.785 -0.064 -0.025 0.058
S 2.682 2.730 5.111 -0.003 -0.025 0.003
O -3.103 -0.792 -2.618 0.139 0.104 -0.011
O 2.163 2.317 6.384 0.008 0.010 0.002
O 4.098 2.889 4.903 0.010 0.000 0.003
O 0.213 -1.727 -5.501 -0.089 -0.294 0.009
O 0.856 0.822 -3.108 -0.109 -0.081 0.400
O 2.853 0.853 -2.058 -0.010 0.029 -0.006
O 3.796 -1.045 3.013 0.341 0.071 -0.199
O 3.006 -2.644 1.794 0.331 -0.019 -0.285
N -1.671 -3.702 0.748 0.048 0.031 0.018
N 0.791 0.269 -0.010 -0.111 -0.088 -0.065
N 1.774 0.323 -5.448 0.301 0.204 0.058
N 3.144 -1.471 2.081 -0.892 -0.113 0.717
N -1.244 -1.166 -3.819 0.077 -0.126 -0.027
N 2.240 0.811 1.566 -0.058 0.015 -0.022
N -1.450 -1.687 -0.414 0.011 -0.123 -0.186
C -3.209 -2.305 -4.562 0.000 0.000 0.007
C -2.574 2.368 0.071 -0.025 0.026 0.064
C 2.325 5.374 5.561 0.005 0.007 0.003
C 1.303 1.262 0.707 0.118 0.088 -0.086
C 2.810 0.464 -4.385 -0.073 0.004 -0.079
C -0.896 -1.796 -4.965 -0.131 0.069 0.036
C 0.083 -5.091 1.881 0.004 0.007 -0.002
C -2.569 -1.365 -3.571 -0.057 0.104 0.032
C -3.241 3.553 0.359 0.007 0.007 -0.017
C 2.886 1.631 2.596 0.058 -0.033 -0.023
C -0.251 -3.604 -1.239 0.019 0.001 -0.011
C -3.442 4.471 -0.677 0.002 -0.007 -0.001
C -2.066 -2.578 -5.541 0.039 0.018 -0.011
C 2.314 -0.552 1.362 0.174 0.032 -0.201
C 1.427 -0.868 0.387 0.033 0.059 0.062
C -1.861 -2.247 2.780 0.017 0.017 -0.005
C 0.938 2.694 0.565 -0.043 -0.003 0.002
C -1.173 -2.949 -0.247 0.007 -0.040 0.053
C -2.328 2.978 -2.168 -0.051 0.017 -0.026
C -2.086 2.046 -1.180 -0.360 0.566 0.266
C -1.173 -5.056 1.019 -0.049 -0.027 -0.020
C -2.572 -3.101 1.734 0.004 0.005 0.001
C 1.872 4.245 4.643 -0.026 0.011 -0.036
C -2.987 4.184 -1.966 -0.002 0.004 0.004
C 2.113 1.539 3.904 -0.032 -0.013 0.010
C 2.140 0.742 -3.033 0.170 -0.037 -0.035
H 1.239 -1.839 -0.029 0.007 -0.004 0.011
H 1.040 1.687 3.765 0.008 0.018 0.004
H 2.060 5.158 6.594 0.005 -0.002 0.001
H 1.836 6.300 5.263 -0.001 0.002 0.008
H -3.113 -3.917 2.210 0.018 0.001 0.024
H 2.268 0.571 4.383 0.009 0.010 0.000
H -1.004 -5.569 0.074 0.020 0.022 -0.001
H -2.261 -2.221 -6.551 -0.008 -0.007 -0.004
H 1.827 3.318 0.484 0.005 -0.004 -0.012
H 2.179 0.318 -6.381 -0.003 0.003 0.004
H -4.083 -1.834 -5.008 0.010 0.004 -0.015
H -1.208 -1.508 2.310 -0.005 0.007 0.013
H 0.646 -4.002 -0.763 -0.007 -0.007 0.009
H -1.251 -2.858 3.443 0.001 -0.003 -0.006
H 1.110 1.094 -5.367 -0.007 -0.018 0.019
H -1.789 -3.629 -5.623 -0.005 -0.004 0.006
H -2.114 -1.337 0.270 0.057 0.027 0.050
H 3.905 1.291 2.734 0.015 0.017 0.003
H 2.133 4.445 3.602 0.008 -0.007 0.006
H -3.555 -3.194 -4.034 -0.007 0.003 -0.006
H -3.327 -2.515 1.203 -0.002 -0.002 -0.006
H 3.491 1.274 -4.637 0.004 0.009 0.020
H 1.198 -0.570 -5.321 -0.157 0.033 -0.090
H -1.982 -5.595 1.512 0.000 -0.014 -0.009
H -0.752 -4.436 -1.736 -0.011 0.005 -0.002
H -2.592 -1.715 3.390 -0.009 -0.008 -0.003
H 0.348 2.825 -0.339 -0.009 -0.005 0.008
H 2.923 2.648 2.214 -0.033 0.005 0.011
H 0.799 4.062 4.721 0.005 -0.004 0.004
H 0.039 -2.886 -2.004 0.005 0.015 0.015
H -0.116 -4.738 2.891 -0.001 0.003 -0.001
H 0.456 -6.113 1.953 -0.014 -0.004 0.008
H 3.403 5.514 5.497 0.000 -0.004 0.002
H 0.338 3.039 1.410 0.019 0.005 0.013
H 0.879 -4.473 1.462 -0.002 0.002 0.002
H 3.373 -0.465 -4.333 0.032 0.018 0.036
```
Forces are in eV/Å.